C3H3N3S | the ωB97M-V functional and the def2-TZVPD basis

XYZ file:
```
10
Properties=species:S:1:pos:R:3
S -3.269 -0.332 -0.061
N -2.101 0.693 0.177
C -0.797 0.193 0.014
C 0.285 0.994 -0.088
N 1.292 0.204 -0.013
C 0.895 -1.152 0.007
N -0.443 -1.195 -0.004
H 0.306 2.028 -0.090
H 2.310 0.559 -0.120
H 1.523 -1.991 0.177
```

Properties
HOMO level   -7.91 eV
DFT total energy   -18462.893 eV
Structure (SMILES)   S=Nc1c[nH]cn1